Entry 1:
Entry from the Open Molecules 2025 dataset: C35H51F6N4O25RbS5 as an isolated structure in a non-equilibrium geometry (ωB97M-V/def2-TZVPD).

Geometry as XYZ:
```
127
Properties=species:S:1:pos:R:3
Rb -0.1285 -3.8702 -0.5045
S 1.1166 -6.8585 2.6497
S 0.0668 -2.7510 -3.6799
S 0.8851 0.1602 0.2116
S -0.6887 6.6153 1.1564
S -1.5127 -0.1189 -0.6740
F -4.0862 -1.1270 -0.5833
F -2.8724 -1.3678 1.1821
F 2.7851 -0.8640 -1.3455
F -2.5141 -2.5571 -0.6436
F 3.5573 0.1598 0.4086
F 2.6515 -1.7744 0.6009
O -1.2867 -3.0157 -3.2896
O -7.5946 -0.9401 2.2151
O 9.5652 0.0921 4.4423
O 1.1079 -3.3018 -2.8307
O -1.7094 0.1189 -2.0769
O -9.1870 -1.1021 0.6341
O 7.0499 -1.5287 -1.0516
O 5.4128 -0.6696 -2.2010
O 0.7409 0.1833 1.6546
O 0.4828 -3.4162 -5.1373
O -2.2137 2.2734 -5.6925
O 0.8365 -8.1277 2.0699
O -6.9834 -1.0771 0.1746
O 0.8375 1.3923 -0.5506
O -1.5701 7.7398 1.3050
O -1.8340 0.9247 0.2393
O 9.6800 0.0513 2.3204
O -5.1388 2.0193 3.4100
O -6.3911 3.5916 4.1452
O 0.6281 -5.6359 2.0087
O 2.7411 -6.6821 2.9211
O -6.8834 2.7510 2.1455
O -0.9984 5.5536 2.3548
O -3.0837 4.1660 -6.1741
O 0.7112 6.9358 1.1468
N 9.1110 -0.1994 3.3669
N 6.5219 -0.6538 -1.7231
N -0.0780 -0.9743 -0.3164
N -2.8860 3.2400 -5.4073
C 9.4161 1.7194 -1.8673
C -3.5228 3.2779 -4.1074
C -8.0412 -1.0126 0.9672
C 7.3934 3.0097 -1.9132
C -7.4985 4.4484 4.2357
C 8.6633 0.5345 -1.7648
C -3.6043 4.5002 -3.4562
C 7.7626 -0.7668 3.2887
C -2.8488 -1.3719 -0.1445
C 8.7608 2.9189 -2.0518
C -0.9292 3.1760 2.5226
C -0.0779 -3.8702 -7.5268
C -8.5477 -0.9879 3.2468
C 5.0992 -1.5218 3.0839
C 5.8673 -1.2720 1.9456
C -4.6055 3.3858 -1.5718
C -0.1002 4.4270 2.4717
C 3.6584 -4.9185 1.4672
C 5.6409 -1.2645 4.3267
C 0.3852 -1.0234 -4.0996
C 7.2679 0.5946 -1.8111
C 2.6003 -0.6045 -0.0680
C 7.0175 -1.0058 4.4353
C -6.2154 2.7464 3.1475
C -0.5599 -3.6217 -6.0982
C -7.1816 -1.0615 -1.2254
C 3.5382 -6.4088 1.7522
C -4.6728 1.2235 2.2921
C 7.1618 -0.8649 2.0424
C -4.0908 4.5470 -2.1622
C -3.7973 2.1020 -3.4386
C -4.3790 2.1376 -2.1900
C -1.2231 5.6405 -0.3284
C 6.6408 1.8246 -1.8910
C 0.6458 -6.8560 4.3724
H 0.1116 -0.3560 -3.2856
H 5.5751 1.9918 -1.9685
H -0.3601 5.0132 -0.5469
H -0.8715 -4.1171 -8.2270
H -6.2996 -0.7899 -1.7858
H -8.0422 -1.3356 4.1478
H -0.3626 -7.2563 4.4168
H -5.2435 3.2851 -0.7018
H 0.2535 4.5728 3.4965
H -1.6368 3.0827 1.6923
H -1.6461 3.1557 3.3516
H 1.4758 -0.9878 -3.9940
H -1.4657 6.2584 -1.1887
H 4.1267 -1.9970 3.0598
H 4.1488 -4.2775 2.1946
H -4.7595 1.2173 -1.7712
H 4.2597 -4.8703 0.5515
H 4.9911 -1.4541 5.1705
H -7.5469 -2.0540 -1.5258
H 7.3364 -0.7620 5.4401
H 10.4832 1.5545 -1.8559
H 6.9627 3.9959 -2.0072
H -7.7846 4.7305 5.2502
H -3.5523 5.4508 -3.9701
H -4.2844 5.4761 -1.6428
H -0.4163 2.2193 2.6133
H -3.9153 0.6028 2.7523
H -8.4259 4.0958 3.7869
H 4.5215 -6.8467 1.9240
H 0.6963 -4.6333 -7.4678
H 0.8166 -5.8763 4.8062
H -3.6784 1.1322 -3.9028
H 3.1134 -6.9655 0.9128
H -4.3224 1.8530 1.4731
H 0.3421 -2.9483 -7.9339
H 1.3378 -7.5499 4.8495
H 5.4151 -1.4867 0.9865
H -1.1048 -4.4643 -5.6550
H 9.3491 3.8051 -2.2646
H 9.3605 -0.2872 -1.6892
H -8.1170 -0.5695 -1.5107
H 0.1322 -0.8463 -5.1374
H -7.2223 5.4107 3.8003
H 7.6989 -0.6046 1.1412
H -5.5833 0.7552 1.9164
H -9.4887 -1.5149 3.1057
H -8.8864 -0.0062 3.6018
H -2.0942 5.0425 -0.0764
H 2.6990 -4.4887 1.1869
H 0.7570 4.3431 1.8073
H -1.3249 -2.8349 -6.0904
```

Calculated values
Spin multiplicity: 1

Entry 2:
Entry from the Open Molecules 2025 dataset: C35H51KN8O8S4Se2 as an isolated structure in a non-equilibrium geometry (ωB97M-V/def2-TZVPD).

Geometry as XYZ:
```
109
Properties=species:S:1:pos:R:3
Se -4.7330 -2.8027 -0.8006
Se 0.0428 -4.1665 -2.7017
K -0.8551 -0.1794 0.0528
S -3.7558 1.6550 -4.9485
S -2.1515 -0.1811 -6.7075
S 0.5307 1.8841 -4.7380
S 3.8858 -2.2661 -1.2516
O -2.5538 -6.0333 -3.4971
O -2.8444 -7.2475 -0.7190
O -5.0531 1.5028 0.0532
O -2.5671 -0.3510 1.7549
O -0.1804 -1.5520 1.7427
O -2.9484 1.1015 -0.5799
O 0.3788 1.1610 3.5833
O -0.6654 -2.6365 3.6548
N 2.3494 -2.2875 0.9834
N -1.5423 2.2932 -3.0310
N 1.7709 -0.8812 -0.8141
N 0.2415 0.8707 -2.4003
N 1.0538 3.8970 -1.3755
N -2.2148 -0.4141 -4.1901
N 0.4685 5.4916 0.2580
N -0.3388 3.2503 0.3136
C -0.4800 4.6864 2.3357
C 2.5477 0.2015 3.8639
C 4.9396 -0.0028 3.9949
C 2.2346 -0.5436 -2.0717
C 3.8064 0.3373 3.2624
C -1.9387 -6.1346 -0.7789
C 6.0771 -0.8759 6.0660
C 0.7979 6.5794 -0.6457
C -0.9570 -1.9552 2.6682
C -3.6191 -4.3669 -0.2823
C 3.9735 0.8624 1.8539
C 3.5807 -0.6571 5.8457
C 1.0807 -0.5348 5.8081
C -3.8667 0.8831 0.1809
C -1.1648 -1.3647 -4.5597
C -3.2757 -5.1251 -2.6557
C 1.3544 0.6451 3.0899
C 0.3175 4.1927 -0.2374
C 2.5208 -1.7958 -0.2720
C -2.4382 -1.5595 2.5126
C -1.4386 -1.7098 -6.0127
C -0.3961 5.8497 1.3667
C -2.5758 -4.8486 -1.3143
C -1.4917 -3.7768 -1.4792
C 3.3611 -1.1720 -2.4734
C -3.8774 -0.1146 1.2942
C 1.8223 6.1421 -1.6732
C -2.7301 0.3475 -5.1345
C 4.8437 -0.4997 5.2862
C 1.4513 0.4040 -2.8925
C 1.7711 0.8451 -4.1321
C 1.2968 4.9100 -2.3809
C -0.3548 1.6479 -3.2589
C 2.4237 -0.3095 5.1619
C -1.0122 3.4748 1.5878
H 1.4073 -2.1158 1.3833
H -2.0854 3.6043 1.3981
H 1.2122 -0.9125 6.8228
H 2.6314 0.6030 -4.7346
H -0.5302 -1.9685 -6.5500
H -1.0329 -3.5480 -0.5129
H 5.9996 -0.5480 7.1041
H 5.0324 0.9399 1.6064
H 1.4377 0.4979 2.0067
H 0.0253 6.7392 1.8424
H -0.1858 -0.8925 -4.4414
H -1.5904 -5.9541 0.2409
H -2.1631 -2.5172 -6.1027
H -2.9429 -2.3849 1.9974
H 5.9173 0.1161 3.5380
H 0.3857 5.1631 -2.9433
H -1.9487 -2.8647 -1.8647
H 2.0251 4.5222 -3.0926
H -1.6399 -5.6748 -3.5351
H 0.8281 2.9680 -1.7028
H 0.4947 0.3813 5.8374
H 6.2174 -1.9596 6.0750
H -1.1533 -2.2585 -3.9347
H -2.1551 2.3634 -3.8390
H -3.1813 -7.3376 -1.6189
H -4.3137 -1.0323 0.8252
H 3.5208 1.8472 1.7234
H -1.1235 4.9392 3.1813
H -1.4048 6.1123 1.0113
H -2.0118 2.0010 -2.1791
H -0.9066 2.5778 2.1979
H 3.8775 -1.0975 -3.4159
H -1.0741 -6.3965 -1.3878
H 1.1842 7.4074 -0.0456
H -0.1040 6.9492 -1.1606
H 3.4902 -1.0646 6.8488
H -3.4600 -4.1731 -3.1584
H -4.5490 0.2102 2.0966
H 0.4977 -1.2625 5.2342
H 3.5095 0.1962 1.1298
H -4.3043 -5.1844 -0.0630
H 2.0222 6.9520 -2.3770
H -2.8826 -1.4435 3.5033
H 0.5196 4.4687 2.7215
H 2.7178 -3.2092 1.1484
H -4.2559 -5.5748 -2.4768
H -3.0835 -4.1197 0.6378
H 6.9704 -0.4275 5.6303
H 2.7517 5.8808 -1.1613
H -2.4803 -0.2766 -3.2233
H -5.0150 1.9878 -0.7865
```

Calculated values
Spin multiplicity: 1
ΔE to the lowest compared entry with this formula, charge and spin (kcal per mole): 11.1
Net charge: -2

Lowest unoccupied orbital energy values (in eV) by entry order: -0.53 3.38.